1.
Computed, not measured: a structure of composition C41H41AsCl3NO3OsP2Si, with wB97M-V/def2-TZVPD.

```
94
Properties=species:S:1:pos:R:3
Os 0.12 -0.82 -0.74
As -1.47 4.10 0.25
Cl 1.12 -0.84 -4.22
Cl -0.70 1.70 -3.22
Cl -2.09 -1.26 -3.99
P 1.36 -2.64 0.37
P -2.11 -1.16 0.08
Si -0.53 -0.37 -3.04
O -0.02 1.09 0.14
O -1.15 -3.79 -1.05
O 0.76 3.16 0.17
N 2.03 0.18 -1.29
C 1.79 -6.60 -0.19
C 2.18 -1.08 4.03
C -2.63 -2.82 0.55
C -2.15 -3.95 -0.11
C -3.69 -5.33 1.10
C 5.52 -2.87 -1.58
C -0.13 -5.93 -1.48
C 0.91 -4.36 0.03
C 0.77 -3.01 4.37
C -4.36 1.25 -2.28
C -3.51 0.48 1.88
C -3.72 1.09 3.11
C -3.40 0.77 -1.41
C -5.39 -0.92 -2.35
C -1.42 4.00 2.17
C -1.32 -0.21 2.59
C -2.68 -5.21 0.17
C 3.12 -2.76 -1.72
C 0.82 -6.88 -1.15
C 1.50 -2.43 2.15
C -3.42 -0.57 -1.00
C -5.35 0.40 -2.75
C 0.78 -3.26 3.01
C 2.24 1.42 -0.52
C -3.66 -2.97 1.48
C -1.53 0.40 3.82
C 0.90 1.96 -0.05
C 5.44 -2.77 -0.20
C -4.18 -4.22 1.77
C -4.42 -1.41 -1.48
C 2.19 -1.33 2.67
C -0.10 -4.69 -0.85
C 4.35 -2.87 -2.34
C -0.65 5.73 -0.32
C 3.04 -2.65 -0.32
C -3.35 4.22 -0.24
C 4.21 -2.66 0.43
C -2.32 -0.19 1.61
C 1.85 -5.34 0.37
C 1.47 -1.92 4.88
C -2.73 1.04 4.08
H 2.73 -0.24 4.43
H 2.22 -2.78 -2.32
H 2.66 -5.10 1.06
H 0.23 -4.11 2.61
H -0.39 4.10 2.49
H -2.61 1.42 -1.04
H -4.97 -4.32 2.50
H 6.35 -2.78 0.39
H -4.33 2.28 -2.60
H 0.35 5.80 0.11
H -0.75 0.36 4.57
H -4.66 1.58 3.31
H -0.38 -0.72 2.41
H -4.30 0.50 1.14
H 4.40 -2.96 -3.42
H 2.51 -7.35 0.09
H 4.17 -2.61 1.51
H -6.10 0.78 -3.44
H 2.01 0.40 -2.29
H 0.22 -3.66 5.03
H -2.31 -6.08 -0.35
H -2.89 1.51 5.04
H 1.47 -1.74 5.95
H -3.75 5.12 0.22
H -1.83 3.04 2.48
H 6.48 -2.95 -2.06
H -3.88 3.34 0.12
H -0.58 5.74 -1.41
H -0.91 -6.14 -2.20
H -4.11 -6.31 1.31
H 2.83 1.20 0.37
H -6.16 -1.59 -2.72
H -3.44 4.29 -1.33
H 2.75 -0.68 2.00
H -1.26 6.57 0.02
H -4.45 -2.45 -1.18
H 2.76 2.18 -1.09
H 2.82 -0.45 -1.17
H 0.79 -7.85 -1.63
H -4.05 -2.10 2.00
H -2.03 4.81 2.58
```

Properties
LUMO energy (spin up / spin down), eV: -4.890 / -6.937
Net charge: +2
2S+1: 5
Orbital gap (spin up / spin down), eV: 7.848 / 6.951
Electronic energy, hartree: -6546.3326
Relative energy (zero: lowest compared OMol25 entry of this formula, charge and spin), eV: 0.092

---

2.
Computed, not measured: a structure of composition C59H62N6O4SbScSe4 in a non-equilibrium geometry, with wB97M-V/def2-TZVPD.

```
137
Properties=species:S:1:pos:R:3
Sb 4.79 1.43 -0.89
Se 2.22 1.05 -0.41
Se 4.83 3.87 -0.79
Se 5.32 0.53 -3.08
Se 6.14 0.46 0.91
Sc 0.03 0.15 -0.27
O 1.07 -1.75 -0.52
O -1.57 -0.43 -4.14
O 1.31 4.71 -1.88
O 3.13 -1.23 0.13
N 0.01 3.27 0.81
N -0.08 0.42 -2.54
N 1.57 2.47 -1.53
N -0.21 -0.06 1.99
N -2.51 1.17 0.01
N -1.62 -1.26 -0.81
C -0.20 4.84 2.61
C 2.07 0.10 3.01
C 3.23 -4.43 -3.22
C 2.15 -2.63 3.43
C -5.31 0.95 -2.47
C 2.35 -1.97 -0.46
C -2.42 0.95 2.51
C -3.23 0.89 4.84
C -2.90 2.24 -2.12
C -4.75 1.63 -3.53
C 4.12 -5.23 -1.17
C 4.46 -6.62 -3.24
C 0.69 1.20 -3.43
C -3.36 1.24 3.52
C -0.57 3.68 1.94
C -1.70 3.13 -1.86
C -6.46 1.33 0.54
C 1.56 2.18 -2.92
C -0.68 -3.63 3.88
C -3.40 1.43 -1.08
C 0.86 5.58 2.10
C 1.37 3.76 -1.13
C -5.23 -0.86 0.77
C -2.49 -3.46 -0.49
C 1.60 1.70 -5.63
C -3.57 2.32 -3.33
C -0.12 -3.03 2.58
C 3.64 -4.11 -0.50
C -1.45 -1.53 -2.11
C 0.28 -4.16 1.63
C 0.74 0.98 -4.81
C 0.98 4.03 0.30
C -2.24 -3.76 -1.83
C 0.97 -0.69 2.59
C -5.68 0.23 -0.20
C -1.10 -0.08 4.25
C 1.45 5.18 0.92
C 2.04 1.62 3.03
C 1.50 2.11 4.39
C 3.21 -0.51 3.52
C 4.01 -3.88 0.94
C -2.16 -2.20 -0.04
C -1.74 -2.77 -2.65
C 3.40 2.26 2.79
C 2.89 -3.16 -1.21
C 3.91 -5.42 -2.53
C 2.11 -2.23 -3.45
C 2.45 2.86 -3.74
C -1.08 3.71 -3.13
C 2.47 2.64 -5.10
C 3.26 -1.87 3.74
C -2.92 1.38 1.20
C -4.70 0.85 -1.22
C -1.21 0.25 2.86
C 2.72 -3.30 -2.59
C -2.11 4.28 -0.93
C 1.02 -2.08 2.84
C -2.05 0.21 5.19
C -1.02 -0.41 -3.04
H -7.35 0.91 1.00
H 1.60 1.49 -6.70
H -4.27 1.76 3.22
H -2.93 -4.18 0.18
H -2.55 3.91 0.00
H 0.65 -3.76 0.68
H -5.87 1.79 1.33
H -0.58 -4.81 1.41
H 3.18 3.16 -5.72
H -0.16 4.25 -2.89
H -0.91 -2.47 2.12
H 3.29 3.30 2.49
H -0.94 2.55 -1.34
H -1.25 4.90 -0.69
H 3.73 -7.04 -3.93
H 3.11 -4.52 -4.30
H -3.85 1.92 1.30
H -1.57 -2.93 -3.71
H 0.09 0.24 -5.25
H 3.20 -3.42 1.50
H -4.79 -1.70 0.22
H -1.08 -2.85 4.53
H -3.16 2.91 -4.13
H -2.86 4.91 -1.43
H -2.43 -4.75 -2.21
H 2.17 -3.70 3.64
H -0.83 2.93 -3.85
H -0.20 -0.58 4.58
H 5.35 -6.35 -3.82
H 4.30 -4.82 1.42
H 1.22 6.46 2.62
H -1.76 4.42 -3.61
H -3.99 1.13 5.56
H 1.37 -2.64 -4.14
H 4.69 -5.97 -0.61
H -1.87 -0.07 6.23
H -6.28 0.48 -2.61
H 1.63 -1.46 -2.87
H -2.36 -1.90 0.98
H -1.36 3.05 2.33
H -0.72 5.13 3.51
H -6.76 2.12 -0.15
H 1.36 1.94 2.26
H -6.42 -0.27 -0.83
H -5.24 1.65 -4.50
H 1.59 3.20 4.44
H 2.28 5.71 0.46
H -4.51 -0.53 1.51
H 4.07 0.10 3.75
H 4.75 -7.40 -2.53
H 2.09 1.68 5.20
H 4.01 2.24 3.70
H 4.15 -2.33 4.15
H 1.06 -4.79 2.07
H -6.10 -1.24 1.31
H 3.98 1.75 2.02
H 0.45 1.85 4.55
H 3.13 3.57 -3.28
H 2.89 -1.75 -4.04
H 0.10 -4.16 4.43
H 4.85 -3.18 0.99
H -1.48 -4.34 3.66
```

Properties
LUMO energy, eV: 3.550
Net charge: -2
2S+1: 1
Orbital gap, eV: 5.299
Electronic energy, hartree: -13522.0203

---

3.
Computed, not measured: a structure of composition C5H7IN2S in a non-equilibrium geometry, with wB97M-V/def2-TZVPD.

```
16
Properties=species:S:1:pos:R:3
I 1.68 1.73 1.44
S 1.79 -1.48 0.48
N -1.55 0.85 -1.96
N 0.00 0.19 -0.53
C -0.61 -0.56 2.07
C 0.56 0.17 -1.78
C -1.29 0.63 -0.71
C 0.67 -0.07 0.66
C -0.41 0.57 -2.64
H -1.98 0.75 0.09
H 0.02 -0.88 2.88
H 1.58 -0.13 -1.94
H -1.19 -1.35 1.64
H -1.16 0.34 2.28
H 2.23 -1.45 1.73
H -0.36 0.69 -3.71
```

Properties
LUMO energy, eV: -0.162
Net charge: 0
2S+1: 1
Orbital gap, eV: 8.967
Electronic energy, hartree: -1000.0580
Relative energy (zero: lowest compared OMol25 entry of this formula, charge and spin), eV: 0.720

---

4.
Computed, not measured: a cluster of 8 separate species, C24H60Cl12N6O2P2 in total in a non-equilibrium geometry, with wB97M-V/def2-TZVPD.

```
106
Properties=species:S:1:pos:R:3
Cl -1.90 -4.30 0.69
Cl 0.39 2.34 5.16
Cl -3.23 -0.50 0.80
Cl -6.76 -2.32 -0.95
Cl 2.03 -2.50 -4.35
Cl 1.36 -0.33 -0.97
Cl -3.86 -2.44 -5.18
Cl -0.25 1.27 -3.35
Cl -5.81 0.11 -4.11
Cl 0.56 -4.21 -6.89
Cl -4.93 -4.30 2.67
Cl -0.12 1.18 2.06
P 1.89 5.79 -1.83
P 2.37 -3.48 4.66
O 2.19 7.05 -1.15
O 3.40 -4.23 5.38
N 1.33 -4.54 3.76
N 1.41 -2.60 5.70
N 1.27 6.26 -3.36
N 0.63 4.95 -1.14
N 3.05 -2.43 3.52
N 3.12 4.64 -1.99
C 0.97 -1.87 -5.63
C -2.20 -4.58 2.43
C -0.77 5.26 -1.40
C 4.55 5.11 -1.68
C 0.24 -1.84 5.34
C -0.27 3.30 3.77
C -4.20 -1.61 -0.22
C -5.67 -1.26 -0.05
C -3.25 -3.72 3.00
C 2.06 7.41 -3.96
C -1.04 0.42 -1.97
C 2.22 -1.73 2.52
C 3.04 3.22 -1.96
C 2.08 -2.30 7.02
C -0.22 -0.79 -1.55
C -1.09 2.42 2.87
C 0.85 -5.63 4.60
C 2.02 -5.03 2.55
C 4.41 -2.87 3.00
C -4.98 -1.48 -6.19
C -0.11 -2.82 -6.05
C -6.21 -1.04 -5.40
C 0.93 5.22 -4.32
C 0.88 4.04 -0.05
H 0.11 5.50 -5.03
H -0.77 -1.39 -0.81
H -1.04 1.07 -1.11
H 2.06 -2.24 1.56
H 2.70 -0.81 2.12
H -0.23 -2.51 4.61
H 1.30 -5.60 1.99
H 1.82 4.88 -4.89
H 1.56 -6.43 4.75
H -0.46 -1.69 6.22
H -5.84 -0.23 -0.37
H -0.81 5.75 -2.37
H 2.06 2.76 -1.98
H -3.10 -3.66 4.07
H -0.11 -1.52 -2.36
H -4.44 -0.59 -6.57
H -0.07 -6.10 4.19
H 0.62 4.39 -3.71
H 1.30 -1.35 2.90
H 3.43 2.81 -1.01
H 1.33 -2.43 7.85
H -1.29 -4.41 2.94
H 0.44 -0.84 4.98
H 1.67 -1.63 -6.47
H 0.51 -0.92 -5.25
H 2.25 -4.18 1.91
H 4.35 -3.13 1.97
H 0.45 3.01 -0.16
H 4.66 6.11 -2.03
H -1.38 4.32 -1.39
H -2.42 -5.64 2.43
H 2.83 -5.63 2.79
H -1.03 5.97 -0.66
H -3.22 -2.69 2.68
H -5.27 -2.09 -7.04
H -1.58 3.04 2.16
H -1.88 1.91 3.51
H 3.72 2.78 -2.67
H -3.87 -1.43 -1.29
H 4.69 -3.77 3.59
H 0.51 4.39 0.91
H -6.71 -1.95 -4.91
H -0.86 -2.34 -6.67
H -4.03 -2.58 0.15
H 2.52 -1.25 7.07
H 5.23 4.57 -2.31
H 1.96 3.82 0.06
H 1.47 7.77 -4.80
H 5.04 -2.05 3.33
H 2.88 -3.03 7.12
H -0.55 -3.12 -5.14
H -7.02 -0.58 -6.02
H -0.96 4.05 4.22
H 0.52 3.75 3.16
H 4.69 4.89 -0.64
H -5.87 -1.39 0.99
H 0.64 -5.22 5.59
H 2.17 8.24 -3.28
H -2.07 0.17 -2.26
H 3.04 7.20 -4.41
```

Properties
LUMO energy, eV: 0.258
SMILES: CN(C)P(=O)(N(C)C)N(C)C.CN(C)P(=O)(N(C)C)N(C)C.ClCCCl.ClCCCl.ClCCCl.ClCCCl.ClCCCl.ClCCCl
Net charge: 0
2S+1: 1
Orbital gap, eV: 8.864
Electronic energy, hartree: -7634.5475
Relative energy (zero: lowest compared OMol25 entry of this formula, charge and spin), eV: 0.000

---

5.
Computed, not measured: a structure of composition C16H29Cl3GeIN3O8PtSi3 in a non-equilibrium geometry, with wB97M-V/def2-TZVPD.

```
65
Properties=species:S:1:pos:R:3
Pt -0.37 0.82 -0.87
I 2.06 1.86 -0.92
Ge -1.25 2.76 0.25
Cl -2.60 3.94 -1.02
Cl 0.11 4.34 0.93
Cl -2.42 2.56 2.12
Si -1.35 -1.05 1.58
Si -3.26 -0.78 -0.93
Si -0.54 -2.22 -1.28
O 3.98 -3.72 -1.20
O 4.49 -0.79 -6.66
O 0.90 -1.33 -1.60
O -0.44 0.17 -3.17
O 0.59 1.26 -4.70
O -0.36 0.21 2.00
O 3.18 -2.96 1.17
O 5.65 -2.18 -5.49
N 3.28 -2.67 -1.17
N 0.53 0.37 -3.89
N 4.69 -1.45 -5.66
C 1.81 -1.28 -2.55
C 0.24 0.46 3.26
C 2.62 -0.54 -4.72
C -4.25 -2.30 -0.39
C -1.21 -2.79 -2.93
C 3.01 -2.00 -2.38
C 3.71 -1.36 -4.57
C 0.02 -3.81 -0.50
C 3.92 -2.08 -3.41
C -1.49 -1.00 -0.30
C -4.17 0.73 -0.31
C -0.55 -2.57 2.35
C -2.95 -0.88 2.54
C 3.15 -2.00 0.16
C 1.67 -0.51 -3.71
C -3.50 -0.67 -2.79
H -1.34 -1.97 -3.63
H -3.52 0.01 2.28
H -3.67 -3.22 -0.57
H -2.71 -0.82 3.61
H 4.81 -2.69 -3.29
H -3.58 -1.76 2.39
H 0.75 -0.43 3.64
H 3.99 -1.30 0.23
H -0.52 -3.52 -3.37
H -4.41 -0.09 -2.98
H -5.23 0.62 -0.56
H 3.71 -3.69 0.82
H 2.48 0.07 -5.60
H 0.52 -2.65 2.14
H -0.85 -4.38 -0.15
H -2.18 -3.28 -2.78
H -2.68 -0.17 -3.29
H 0.53 -4.41 -1.26
H -0.51 0.79 3.99
H -3.64 -1.66 -3.26
H -3.80 1.62 -0.83
H -4.09 0.91 0.76
H -0.68 -2.50 3.44
H 0.97 1.26 3.13
H -1.04 -3.49 2.02
H -4.49 -2.26 0.67
H 2.22 -1.43 0.20
H -5.20 -2.39 -0.95
H 0.70 -3.69 0.34
```

Properties
LUMO energy (spin up / spin down), eV: 1.050 / 0.931
Net charge: -1
2S+1: 2
Orbital gap (spin up / spin down), eV: 6.312 / 6.192
Electronic energy, hartree: -6136.4315
Relative energy (zero: lowest compared OMol25 entry of this formula, charge and spin), eV: 0.000

---

6.
Computed, not measured: an isolated molecule of C24H22N2O7 in a non-equilibrium geometry, with wB97M-V/def2-TZVPD.

```
55
Properties=species:S:1:pos:R:3
O 0.19 -1.33 3.28
O -1.65 0.22 0.10
O -3.84 -1.59 1.17
O 3.69 -2.19 -4.90
O 1.79 -3.26 -4.16
O -0.77 4.16 -2.81
O 1.23 3.20 -2.72
N -1.97 -1.30 2.47
N 0.32 -0.89 0.25
C -2.65 -1.71 1.33
C 1.77 -0.85 0.20
C -0.46 0.15 -0.17
C -0.30 1.83 2.77
C -2.68 -0.68 3.58
C 2.22 -2.39 -3.20
C -1.95 0.53 4.15
C -2.32 3.26 1.54
C -0.30 -1.99 0.98
C 0.07 3.19 -2.41
C -2.63 2.28 2.47
C 3.46 -0.52 -1.63
C -0.54 2.15 -1.54
C 4.01 -0.79 -2.88
C -1.00 3.53 1.23
C -0.63 -1.51 2.41
C 1.68 -2.13 -1.97
C 0.01 2.81 1.84
C 2.32 -1.17 -1.17
C 3.37 -1.73 -3.65
C 0.20 1.16 -1.03
C -1.66 -2.42 0.43
C -1.62 1.57 3.11
C 2.70 -3.14 -5.23
H -1.80 -3.50 0.55
H -3.65 -0.41 3.18
H 4.89 -0.28 -3.23
H 0.49 1.27 3.25
H -3.11 3.81 1.06
H 3.93 0.21 -1.00
H 0.42 -2.81 1.01
H 2.14 -1.59 0.92
H -1.60 2.20 -1.31
H -3.66 2.08 2.71
H -1.82 -2.16 -0.61
H -1.67 4.03 -2.48
H -1.03 0.21 4.64
H -2.82 -1.43 4.37
H 3.18 -4.11 -5.42
H -0.75 4.30 0.52
H 1.24 1.10 -1.27
H 1.05 3.01 1.60
H 2.16 -2.82 -6.13
H -2.60 0.98 4.91
H 0.79 -2.64 -1.64
H 2.13 0.12 0.54
```

Properties
LUMO energy, eV: -0.452
SMILES: O=C(O)/C=C/C(=O)N(Cc1ccc2c(c1)OCO2)[C@@H]1CC(=O)N(CCc2ccccc2)C1=O
Net charge: 0
2S+1: 1
Orbital gap, eV: 7.958
Electronic energy, hartree: -1563.9969
Relative energy (zero: lowest compared OMol25 entry of this formula, charge and spin), eV: 0.000

---

7.
Computed, not measured: an isolated molecule of CH2N2OS2 in a non-equilibrium geometry, with wB97M-V/def2-TZVPD.

```
8
Properties=species:S:1:pos:R:3
S 1.06 0.29 0.03
S -1.78 0.64 -0.40
O 1.62 0.71 -1.21
N -1.45 -0.85 -0.77
N -0.36 1.19 0.30
C 0.00 -1.13 -0.37
H 0.36 -1.93 -0.84
H -0.31 1.92 1.01
```

Properties
LUMO energy (spin up / spin down), eV: 0.418 / -2.104
Net charge: 0
2S+1: 3
Orbital gap (spin up / spin down), eV: 7.585 / 7.907
Electronic energy, hartree: -1020.2456
Relative energy (zero: lowest compared OMol25 entry of this formula, charge and spin), eV: 2.081